Run one
Formula: H3N3O2S
Source: the Open Molecules 2025 dataset
Level of theory: ωB97M-V with the def2-TZVPD basis set

Last column: natural (NBO) charge in e.
Positions of all 9 atoms, in Å:
N (-1.0570, 0.2937, 1.2639)  -0.95
N (1.4714, -1.6860, 1.1857)  -0.41
N (1.9089, -1.6321, 0.0059)  0.55
O (2.7148, -2.3455, -0.4714)  -0.41
O (1.2362, -0.8381, -0.9677)  -0.58
S (0.1090, -0.9911, 1.9371)  0.56
H (-0.9267, 1.2069, 1.5339)  0.36
H (-1.2655, 0.4036, 0.2942)  0.38
H (1.7724, -0.8966, -1.8190)  0.50

Total charge   0
Orbital gap   9.04 eV

---

Run two
Formula: H3N3O2S
Source: the Open Molecules 2025 dataset
Level of theory: ωB97M-V with the def2-TZVPD basis set

Last column: natural (NBO) charge in e.
Positions of all 9 atoms, in Å:
N (0.4789, -0.8830, -0.3675)  -0.64
N (-0.6352, -0.1285, -0.6170)  -0.20
S (-1.2069, 1.0055, 0.8876)  0.03
N (-0.5918, 0.7264, -1.7630)  0.62
O (0.3492, 0.6246, -2.4732)  -0.36
O (-1.5153, 1.4996, -1.8626)  -0.38
H (1.4656, -0.4245, -0.3551)  0.37
H (0.2383, -1.3763, 0.4314)  0.38
H (-2.5881, 0.8782, 0.4588)  0.17

Total charge   0
Orbital gap   8.80 eV

---

Which structure loses on stability? run two does.